The following is a quantum chemistry calculation of a gas-phase ion, C4H11N2O (charge +1), from the Open Molecules 2025 dataset.

The value obtained for the gap between HOMO and LUMO is 9.860 eV. Its spin multiplicity is 1. The calculation puts the HOMO energy at -13.593 eV. The lowest unoccupied orbital energy is -3.73 eV. Its SMILES is NCC[C@@H]([NH3+])C=O. For the energy above the lowest of the compared OMol25 structures with the same formula, charge and spin, the calculation gives 43.9 kcal/mol. The charge is +1.

Element x y z (Å)
N1 -2.3490 0.7108 0.3483
C1 -1.6076 0.8775 -0.8769
C2 -0.6068 -0.3017 -1.0035
C3 0.2883 -0.3568 0.2281
N2 0.9261 -1.6935 0.4681
C4 1.4515 0.6482 0.1602
O1 2.4732 0.3732 0.7300
H1 -3.2523 0.2872 0.1810
H2 -2.5647 1.5948 0.7818
H3 -2.2357 0.7956 -1.7628
H4 -1.0536 1.8094 -0.8498
H5 -1.1821 -1.2380 -1.0558
H6 -0.0729 -0.3513 -1.9583
H7 -0.3368 -0.1545 1.0510
H8 0.5299 -2.1591 1.2881
H9 0.6892 -2.3873 -0.2453
H10 1.9311 -1.5417 0.5884
H11 1.3017 1.5330 -0.4714